C25H53BCl18N3O2 | ωB97M-V/def2-TZVPD

Values from the calculation:
- lowest unoccupied orbital energy (eV) = 1.76
- strongest force on any atom (eV Å⁻¹) = 1.11

```
! wB97M-V def2-TZVPD RIJCOSX def2/J DEFGRID3
* xyz -1 1
N 3.07 1.18 3.29
C 2.66 2.19 3.96
N 2.33 2.13 5.31
N 2.54 3.42 3.32
C 1.20 4.06 3.37
C 0.32 3.71 2.18
C -1.18 3.81 2.44
C -1.76 2.89 3.54
B -1.07 1.42 3.70
C -1.07 0.57 2.26
C -1.33 -0.86 2.51
O -2.41 -1.33 2.81
O -0.25 -1.69 2.44
H 3.14 0.36 3.87
H 1.46 2.60 5.50
H 2.19 1.18 5.60
H 2.80 3.22 2.35
H 1.40 5.13 3.31
H 0.70 3.90 4.32
H 0.61 2.75 1.76
H 0.54 4.43 1.40
H -1.36 4.85 2.76
H -1.73 3.69 1.52
H -2.80 2.73 3.27
H -1.81 3.41 4.50
H -1.67 0.75 4.54
H 0.07 1.56 4.13
H -1.87 0.94 1.61
H -0.13 0.70 1.72
H 0.47 -1.22 2.00
Cl 1.54 3.78 -2.42
C 3.30 3.92 -2.12
C 3.81 2.77 -1.29
Cl 3.21 2.83 0.39
H 3.48 4.87 -1.64
H 3.79 3.92 -3.09
H 4.90 2.82 -1.23
H 3.52 1.81 -1.71
Cl -7.69 -2.90 1.57
C -6.15 -2.07 1.90
C -6.29 -0.76 2.61
Cl -7.04 0.49 1.59
H -5.64 -1.94 0.95
H -5.56 -2.75 2.51
H -5.29 -0.41 2.87
H -6.88 -0.84 3.52
Cl -1.54 2.02 -3.72
C -0.33 1.83 -5.01
C 0.19 0.42 -5.12
Cl 1.19 -0.04 -3.71
H 0.48 2.54 -4.82
H -0.81 2.11 -5.95
H 0.82 0.33 -6.00
H -0.63 -0.29 -5.19
Cl -5.19 -0.89 -1.64
C -6.96 -0.86 -1.83
C -7.40 -1.66 -3.03
Cl -6.90 -0.89 -4.56
H -7.27 0.18 -1.90
H -7.39 -1.29 -0.92
H -8.48 -1.73 -3.04
H -6.98 -2.66 -3.01
Cl -2.29 -2.07 -6.97
C -4.05 -2.05 -7.21
C -4.48 -2.87 -8.40
Cl -3.96 -2.13 -9.94
H -4.37 -1.02 -7.30
H -4.50 -2.47 -6.30
H -5.56 -2.94 -8.42
H -4.06 -3.87 -8.36
Cl 6.10 -1.07 3.06
C 6.60 -0.17 4.52
C 6.28 -0.93 5.78
Cl 4.53 -1.01 6.07
H 6.11 0.80 4.50
H 7.67 -0.02 4.44
H 6.72 -0.42 6.64
H 6.67 -1.94 5.75
Cl 9.34 0.75 6.37
C 9.83 2.46 6.15
C 8.97 3.15 5.13
Cl 9.26 2.54 3.48
H 10.88 2.47 5.87
H 9.71 2.94 7.12
H 9.20 4.22 5.12
H 7.91 3.03 5.35
Cl -2.47 -5.92 -1.56
C -2.50 -4.59 -0.37
C -3.68 -4.68 0.56
Cl -5.22 -4.35 -0.28
H -2.49 -3.65 -0.91
H -1.58 -4.66 0.21
H -3.58 -3.94 1.35
H -3.76 -5.66 1.02
Cl 1.64 -3.48 -9.49
C 0.56 -4.06 -8.20
C 1.31 -4.70 -7.06
Cl 2.06 -6.25 -7.54
H -0.16 -4.75 -8.64
H 0.01 -3.19 -7.83
H 0.63 -4.91 -6.24
H 2.10 -4.04 -6.70
*
```

C32H37CoN5O9SSb | ωB97M-V/def2-TZVPD

Values from the calculation:
- lowest unoccupied orbital energy (alpha / beta) (eV) = -3.83 / -3.82
- strongest force on any atom (eV Å⁻¹) = 3.10

```
! wB97M-V def2-TZVPD RIJCOSX def2/J DEFGRID3
* xyz 1 2
Co -0.69 2.02 -0.90
O -4.10 4.56 -1.88
C -3.25 3.70 -1.36
O -3.17 2.54 -1.70
C -2.42 4.24 -0.25
C -2.87 5.25 0.59
C -2.12 5.55 1.72
C -0.95 4.87 1.94
C -0.49 3.92 1.02
N -1.25 3.61 -0.08
C 0.73 3.14 1.12
O 1.42 3.06 2.26
O 1.13 2.46 0.19
H -4.55 4.18 -2.65
H -3.80 5.75 0.37
H -2.46 6.30 2.42
H -0.36 5.08 2.82
H 1.11 3.68 2.92
N 0.26 0.47 -1.67
C -0.43 0.22 -2.94
C 0.30 -0.78 -3.84
C -0.57 -1.40 -4.94
C -1.64 -2.40 -4.46
N -2.66 -1.83 -3.58
C -3.44 -0.80 -3.92
N -4.09 -0.15 -2.95
N -3.67 -0.52 -5.20
C -0.75 1.62 -3.55
O -1.16 1.68 -4.70
O -0.60 2.59 -2.72
H 1.22 0.75 -1.84
H 0.26 -0.36 -1.07
H -1.39 -0.17 -2.65
H 0.71 -1.57 -3.21
H 1.13 -0.27 -4.34
H 0.07 -1.94 -5.63
H -1.04 -0.57 -5.48
H -1.16 -3.20 -3.90
H -2.13 -2.84 -5.33
H -2.54 -1.96 -2.59
H -3.71 -0.21 -2.00
H -4.54 0.72 -3.16
H -3.15 -0.97 -5.92
H -4.16 0.33 -5.45
C -3.28 0.02 1.80
S -1.87 -0.20 0.73
O -2.38 -0.45 -0.62
O -1.11 -1.33 1.25
O -1.14 1.10 0.81
H -3.92 -0.85 1.67
H -3.78 0.93 1.50
H -2.92 0.08 2.82
C 6.44 0.23 1.26
C 5.62 0.16 0.14
C 4.27 -0.09 0.30
C 3.73 -0.29 1.56
C 4.55 -0.20 2.68
C 5.90 0.05 2.53
Sb 1.59 -0.63 1.71
C 1.55 -2.66 0.91
C 2.26 -2.98 -0.24
C 2.11 -4.22 -0.84
C 1.24 -5.15 -0.30
C 0.52 -4.84 0.85
C 0.67 -3.60 1.45
C 1.31 -1.03 3.81
C 2.12 -1.95 4.46
C 1.97 -2.16 5.82
C 0.99 -1.47 6.53
C 0.18 -0.56 5.88
C 0.34 -0.33 4.52
H 7.50 0.44 1.15
H 6.04 0.31 -0.84
H 3.63 -0.10 -0.58
H 4.13 -0.32 3.67
H 6.54 0.12 3.40
H 2.97 -2.27 -0.66
H 2.66 -4.45 -1.75
H 1.12 -6.12 -0.77
H -0.17 -5.56 1.26
H 0.10 -3.35 2.33
H 2.87 -2.50 3.90
H 2.61 -2.86 6.34
H 0.87 -1.64 7.59
H -0.58 -0.02 6.44
H -0.28 0.40 4.01
*
```

C6H16 | ωB97M-V/def2-TZVPD

Values from the calculation:
- lowest unoccupied orbital energy (eV) = 1.06
- strongest force on any atom (eV Å⁻¹) = 4.42

```
! wB97M-V def2-TZVPD RIJCOSX def2/J DEFGRID3
* xyz 0 1
C -1.13 1.90 0.60
C -2.53 1.24 0.24
C -2.53 -0.23 0.05
H -1.21 2.95 0.95
H -0.68 1.25 1.29
H -0.53 1.93 -0.34
H -3.26 1.40 1.19
H -3.04 1.71 -0.72
H -2.27 -0.50 -1.06
H -1.85 -0.85 0.67
H -3.58 -0.66 0.43
C 2.83 -0.20 -1.13
C 2.41 -0.99 0.11
C 0.95 -1.62 0.13
H 2.63 0.87 -1.13
H 2.59 -0.78 -2.09
H 3.98 -0.42 -1.12
H 3.00 -1.87 0.51
H 2.44 -0.27 0.96
H 0.94 -2.65 -0.25
H 0.51 -1.74 1.10
H 0.29 -0.93 -0.40
*
```

C31H42F9N3O4S | ωB97M-V/def2-TZVPD

Values from the calculation:
- lowest unoccupied orbital energy (eV) = -1.37
- strongest force on any atom (eV Å⁻¹) = 5.61

```
! wB97M-V def2-TZVPD RIJCOSX def2/J DEFGRID3
* xyz 0 1
C -7.78 3.05 -3.00
C -7.23 1.64 -2.45
C -8.18 1.02 -1.35
C -7.91 -0.54 -1.13
C -6.85 -0.83 -0.01
C -5.36 -0.63 -0.49
C -4.94 -1.58 -1.70
C -4.08 -0.79 -2.76
C -2.75 -0.25 -2.10
C -1.66 -1.39 -1.85
C -0.29 -0.64 -1.59
C 0.56 -1.23 -0.40
C 1.51 -0.08 0.10
C 1.06 0.87 1.12
S -0.58 0.86 1.87
O -1.14 2.20 1.66
O -1.53 -0.10 1.29
C -0.59 0.59 3.72
F -1.86 0.15 4.04
F -0.47 1.80 4.37
C 0.54 -0.35 4.30
F 0.31 -0.41 5.68
F 1.80 0.18 4.15
C 0.54 -1.83 3.77
F -0.70 -2.36 3.54
F 1.27 -1.92 2.61
C 1.25 -2.83 4.81
F 2.38 -2.29 5.36
F 1.63 -3.98 4.16
F 0.42 -3.22 5.81
C 2.07 1.92 1.57
C 1.76 2.97 2.69
C 3.39 2.00 0.98
N 4.30 3.03 1.45
C 4.65 4.03 0.42
C 5.43 2.51 2.14
C 5.34 1.25 3.10
O 6.54 3.01 2.03
C 3.84 1.03 -0.09
N 5.14 1.18 -0.56
C 5.36 0.26 -1.53
C 4.40 -0.76 -2.02
C 4.83 -1.73 -3.18
O 6.26 -1.92 -3.17
C 6.55 -3.18 -2.49
C 7.97 -3.06 -1.80
N 3.17 -0.91 -1.51
C 2.88 0.02 -0.52
H -7.81 3.00 -4.12
H -7.07 3.86 -2.68
H -8.79 3.22 -2.56
H -7.09 0.89 -3.26
H -6.24 1.88 -1.97
H -8.15 1.56 -0.37
H -9.23 1.09 -1.75
H -7.70 -1.04 -2.12
H -8.90 -0.97 -0.77
H -7.03 -0.15 0.86
H -6.94 -1.90 0.33
H -5.17 0.44 -0.79
H -4.67 -0.85 0.38
H -4.29 -2.41 -1.29
H -5.83 -2.00 -2.24
H -3.76 -1.43 -3.63
H -4.67 0.07 -3.17
H -2.29 0.49 -2.80
H -2.89 0.27 -1.12
H -1.95 -2.09 -1.03
H -1.55 -2.01 -2.78
H -0.42 0.48 -1.54
H 0.33 -0.80 -2.53
H 1.15 -2.09 -0.83
H -0.05 -1.67 0.43
H 2.34 3.92 2.51
H 2.17 2.58 3.67
H 0.69 3.26 2.75
H 3.85 4.08 -0.37
H 4.75 5.04 0.91
H 5.61 3.84 -0.11
H 4.39 0.67 2.97
H 6.20 0.55 2.92
H 5.35 1.66 4.15
H 6.37 0.29 -2.02
H 4.31 -2.73 -3.09
H 4.56 -1.32 -4.19
H 6.52 -4.00 -3.27
H 5.81 -3.34 -1.67
H 8.69 -2.54 -2.49
H 8.35 -4.07 -1.49
H 7.80 -2.48 -0.85
*
```

C24H19AgN2O6 | ωB97M-V/def2-TZVPD

Values from the calculation:
- lowest unoccupied orbital energy (eV) = 4.36
- strongest force on any atom (eV Å⁻¹) = 0.96

```
! wB97M-V def2-TZVPD RIJCOSX def2/J DEFGRID3
* xyz -2 1
Ag -1.17 0.78 -1.40
O -3.19 4.71 -0.21
C -2.59 3.71 -0.66
O -1.71 3.00 -0.14
C -2.99 3.35 -2.12
C -3.96 4.10 -2.77
C -4.29 3.76 -4.08
C -3.63 2.71 -4.70
C -2.66 2.01 -3.99
N -2.38 2.33 -2.73
C -1.87 0.88 -4.70
O -2.26 0.62 -5.86
O -0.98 0.32 -4.02
H -4.42 4.91 -2.23
H -5.04 4.33 -4.61
H -3.82 2.41 -5.72
N -2.36 -1.17 -1.69
C -1.56 -1.99 -1.62
C -0.42 -2.89 -1.60
C -0.37 -3.97 -0.73
C 0.75 -4.78 -0.72
C 1.81 -4.49 -1.58
C 1.76 -3.40 -2.44
C 0.63 -2.59 -2.45
H -1.20 -4.15 -0.05
H 0.81 -5.62 -0.04
H 2.70 -5.12 -1.56
H 2.59 -3.17 -3.09
H 0.55 -1.71 -3.09
C 3.45 0.07 5.85
C 2.69 0.07 4.55
C 1.95 1.17 4.14
C 1.21 1.17 2.95
C 0.46 2.40 2.52
C 1.23 0.03 2.16
C 1.98 -1.09 2.53
C 1.99 -2.31 1.66
C 2.70 -1.06 3.72
C 0.43 -0.01 0.87
O 1.04 0.26 -0.19
O -0.78 -0.29 0.99
H 3.59 1.09 6.22
H 4.44 -0.38 5.74
H 2.93 -0.49 6.63
H 1.93 2.06 4.76
H 0.13 2.97 3.39
H -0.41 2.19 1.90
H 1.10 3.06 1.93
H 2.26 -2.05 0.63
H 0.99 -2.76 1.61
H 2.69 -3.06 2.04
H 3.28 -1.93 4.01
*
```

C2H3ClO2P | ωB97M-V/def2-TZVPD

Values from the calculation:
- lowest unoccupied orbital energy (alpha / beta) (eV) = 3.55 / 3.55
- strongest force on any atom (eV Å⁻¹) = 3.62

```
! wB97M-V def2-TZVPD RIJCOSX def2/J DEFGRID3
* xyz -1 1
C 0.09 0.07 0.78
C -0.58 -0.16 -0.38
O -3.75 1.57 -0.81
O -3.22 0.59 1.50
P -3.23 0.47 0.02
Cl -4.34 -1.22 -0.53
H 1.16 0.36 0.96
H -0.63 -0.02 1.65
H -0.13 0.00 -1.31
*
```